Below is C4H3CuO5 as an isolated structure in a non-equilibrium geometry, with properties calculated with the ωB97M-V functional and the def2-TZVPD basis.

Values from the calculation:
E_LUMO (alpha / beta) = -0.326 / -2.885 eV
<S²> = 2.01
Max |F| = 5.93 eV/A
HOMO level (alpha / beta) = -7.03 / -10.19 eV
Relative energy (zero: lowest compared OMol25 entry of this formula, charge and spin) = 3.23 kcal/mol
Spin multiplicity = 3

Structure (XYZ):
```
13
C4H3CuO5 | the Open Molecules 2025 dataset | the ωB97M-V functional and the def2-TZVPD basis
O 3.30 0.54 1.42
C 2.52 0.95 0.61
C 0.06 -1.05 -0.92
C -1.15 -1.20 -0.03
O -1.84 0.03 0.13
C -1.11 1.14 0.10
O -0.09 1.08 -0.69
O -1.15 2.00 0.98
O 1.21 -1.26 -0.44
H -0.08 -1.06 -2.02
H -0.82 -1.55 0.96
H -1.84 -1.95 -0.46
Cu 1.00 2.33 0.37
```

Below is C4H3ErLiO6 as an isolated structure in a non-equilibrium geometry, with properties calculated with the ωB97M-V functional and the def2-TZVPD basis.

Values from the calculation:
E_LUMO (alpha / beta) = -6.247 / -5.711 eV
Total charge = +1
<S²> = 3.86
Max |F| = 3.60 eV/A
HOMO level (alpha / beta) = -10.86 / -10.88 eV
Spin multiplicity = 4

Structure (XYZ):
```
15
C4H3ErLiO6 | the Open Molecules 2025 dataset | the ωB97M-V functional and the def2-TZVPD basis
O -1.33 -2.69 0.76
C -0.29 -2.06 0.41
O 0.81 -2.67 0.30
O -0.41 -0.77 0.18
C 0.71 -0.01 -0.13
O 1.67 1.70 -1.37
C 1.66 2.47 -2.51
C 0.58 0.94 -1.06
O 0.65 2.47 -3.25
O 2.69 3.15 -2.69
Er -0.30 -4.98 1.07
Li 1.81 3.73 -4.42
H 1.63 -0.25 0.40
H -0.33 1.10 -1.64
H -1.36 3.22 -0.01
```

Below is C4H3EuO as an isolated structure in a non-equilibrium geometry, with properties calculated with the ωB97M-V functional and the def2-TZVPD basis.

Values from the calculation:
E_LUMO (alpha / beta) = -0.365 / -0.604 eV
<S²> = 20.01
Max |F| = 2.67 eV/A
HOMO level (alpha / beta) = -6.27 / -7.34 eV
Spin multiplicity = 9

Structure (XYZ):
```
9
C4H3EuO | the Open Molecules 2025 dataset | the ωB97M-V functional and the def2-TZVPD basis
C -2.17 1.55 0.11
C -2.16 0.51 -0.54
H -1.74 2.19 0.87
H -2.49 -0.17 -1.32
C 0.27 -1.26 -0.02
C 1.37 -0.75 0.22
O 2.45 -0.18 0.45
Eu 4.86 0.24 0.32
H -0.39 -2.11 -0.09
```

Below is one molecule with the formula C4H3F in a non-equilibrium geometry, with properties calculated with the ωB97M-V functional and the def2-TZVPD basis.

Values from the calculation:
E_LUMO = 1.045 eV
SMILES string = C#C/C=C\F
Max |F| = 2.49 eV/A
HOMO level = -9.35 eV
Relative energy (zero: lowest compared OMol25 entry of this formula, charge and spin) = 13.00 kcal/mol

Structure (XYZ):
```
8
C4H3F | the Open Molecules 2025 dataset | the ωB97M-V functional and the def2-TZVPD basis
C 0.21 1.91 -0.08
C 0.77 0.82 -0.09
C 0.58 -0.60 -0.15
C -0.59 -1.13 0.06
F -1.73 -0.41 0.06
H 0.18 2.95 0.05
H 1.39 -1.33 -0.04
H -0.80 -2.21 0.20
```

Below is one molecule with the formula C4H3F in a non-equilibrium geometry, with properties calculated with the ωB97M-V functional and the def2-TZVPD basis.

Values from the calculation:
E_LUMO = 0.977 eV
SMILES string = C#CC(=C)F
Max |F| = 5.52 eV/A
HOMO level = -9.64 eV
Relative energy (zero: lowest compared OMol25 entry of this formula, charge and spin) = 8.16 kcal/mol

Structure (XYZ):
```
8
C4H3F | the Open Molecules 2025 dataset | the ωB97M-V functional and the def2-TZVPD basis
C 2.05 -0.34 0.02
C 0.90 -0.34 0.05
C -0.52 -0.33 -0.05
C -1.27 0.76 0.01
F -1.13 -1.55 0.00
H 3.09 -0.42 -0.08
H -0.77 1.72 -0.11
H -2.35 0.50 0.16
```

Below is one molecule with the formula C4H3F in a non-equilibrium geometry, with properties calculated with the ωB97M-V functional and the def2-TZVPD basis.

Values from the calculation:
E_LUMO = 1.229 eV
SMILES string = F[C@]12[C@@H]3[C@H]1[C@@H]32
Max |F| = 1.69 eV/A
HOMO level = -8.94 eV
Relative energy (zero: lowest compared OMol25 entry of this formula, charge and spin) = 70.55 kcal/mol

Structure (XYZ):
```
8
C4H3F | the Open Molecules 2025 dataset | the ωB97M-V functional and the def2-TZVPD basis
F 0.35 -0.33 2.14
C 0.15 -0.20 0.83
C -0.28 0.84 -0.11
C -0.65 -0.56 -0.35
C 0.76 -0.12 -0.50
H -0.62 1.84 -0.26
H -1.40 -1.21 -0.68
H 1.68 -0.28 -1.06
```

Below is one molecule with the formula C4H3F2NO, with properties calculated with the ωB97M-V functional and the def2-TZVPD basis.

Values from the calculation:
E_LUMO = 0.806 eV
SMILES string = Oc1c(F)c[nH]c1F
Max |F| = 0.71 eV/A
HOMO level = -8.26 eV
Relative energy (zero: lowest compared OMol25 entry of this formula, charge and spin) = 0.00 kcal/mol

Structure (XYZ):
```
11
C4H3F2NO | the Open Molecules 2025 dataset | the ωB97M-V functional and the def2-TZVPD basis
O -0.84 -1.43 -1.55
C -0.37 -0.54 -0.63
C 0.74 -0.69 0.25
F 1.48 -1.80 0.29
C 0.88 0.43 1.01
N -0.13 1.29 0.62
C -0.86 0.70 -0.36
F -1.89 1.36 -0.90
H -0.29 -2.21 -1.50
H 1.58 0.68 1.80
H -0.30 2.21 0.97
```

Below is one molecule with the formula C4H3F3S in a non-equilibrium geometry, with properties calculated with the ωB97M-V functional and the def2-TZVPD basis.

Values from the calculation:
E_LUMO = -1.246 eV
SMILES string = F[C@@H]1[C@@H](C=S)C1(F)F
Max |F| = 6.09 eV/A
HOMO level = -9.38 eV
Relative energy (zero: lowest compared OMol25 entry of this formula, charge and spin) = 63.36 kcal/mol

Structure (XYZ):
```
11
C4H3F3S | the Open Molecules 2025 dataset | the ωB97M-V functional and the def2-TZVPD basis
F 1.64 -1.44 1.07
C 0.85 -1.00 -0.12
C -0.05 0.38 0.25
C -0.36 1.77 -0.27
S 0.02 3.00 0.82
C -0.55 -1.03 -0.11
F -0.81 -1.24 -1.45
F -1.33 -1.79 0.80
H 1.25 -0.81 -1.05
H 0.23 0.37 1.42
H -0.89 1.79 -1.35
```

Below is a 2-piece molecular cluster, C4H3F5O overall in a non-equilibrium geometry, with properties calculated with the ωB97M-V functional and the def2-TZVPD basis.

Values from the calculation:
E_LUMO = 0.191 eV
SMILES string = O=CC(F)(F)F.C=C(F)F
Max |F| = 2.99 eV/A
HOMO level = -10.52 eV
Relative energy (zero: lowest compared OMol25 entry of this formula, charge and spin) = 0.00 kcal/mol

Structure (XYZ):
```
13
C4H3F5O | the Open Molecules 2025 dataset | the ωB97M-V functional and the def2-TZVPD basis
O -1.70 -0.26 1.85
C -1.86 -0.71 0.79
C -2.96 -0.17 -0.17
F -2.85 -0.51 -1.46
F -4.07 -0.73 0.33
F -3.29 1.15 -0.15
H -1.37 -1.64 0.32
C 0.58 0.75 -0.12
C -0.13 1.83 0.07
F -0.61 2.54 -0.95
F -0.36 2.45 1.23
H 0.82 0.38 -1.17
H 1.01 0.16 0.61
```

Below is one molecule with the formula C4H3FN2O in a non-equilibrium geometry, with properties calculated with the ωB97M-V functional and the def2-TZVPD basis.

Values from the calculation:
E_LUMO = -0.731 eV
SMILES string = N#C/C(=C/F)C(N)=O
Max |F| = 4.68 eV/A
HOMO level = -10.47 eV
Relative energy (zero: lowest compared OMol25 entry of this formula, charge and spin) = 56.41 kcal/mol

Structure (XYZ):
```
11
C4H3FN2O | the Open Molecules 2025 dataset | the ωB97M-V functional and the def2-TZVPD basis
N 2.91 -0.25 0.04
C 1.73 -0.24 0.02
C 0.33 -0.18 -0.10
C -0.15 -1.48 -0.11
F -1.46 -1.74 0.14
C -0.43 1.11 -0.06
N -1.80 0.84 -0.12
O 0.10 2.16 0.09
H 0.33 -2.45 -0.18
H -2.59 1.65 0.18
H -2.00 -0.21 0.16
```